[1]
{
  "formula": "C5H13N2",
  "method": "ωB97M-V/def2-TZVPD",
  "symbols": ["N", "N", "C", "C", "C", "C", "C", "H", "H", "H", "H", "H", "H", "H", "H", "H", "H", "H", "H", "H"],
  "positions_angstrom": [[-1.43610, -0.71603, -1.12040], [-0.22562, -2.24949, 0.14369], [-1.31072, -1.80622, -0.43145], [0.46856, 0.93576, 1.12820], [-0.42182, 0.39449, -1.25196], [1.97821, 0.97969, 0.77341], [-0.45150, 1.32663, -0.02162], [2.41452, 0.06128, 1.11953], [-2.23319, -2.38260, -0.38896], [-1.47414, 1.29529, 0.33545], [-0.74651, 0.92033, -2.14029], [0.56822, -1.64066, 0.00594], [0.22412, 1.53641, 2.00643], [2.47549, 1.81412, 1.25394], [-0.22729, 2.30951, -0.42651], [-2.35372, -0.45397, -1.44481], [0.50967, -0.13468, -1.41176], [0.21705, -0.07425, 1.46248], [-0.08597, -3.06751, 0.70979], [2.11073, 0.95192, -0.30111]],
  "lowdin_charge": [0.0742, 0.2116, -0.1474, -0.2465, -0.1109, -0.0747, -0.1790, 0.0620, 0.1697, 0.1134, 0.1284, 0.1102, 0.1148, 0.0816, 0.1227, 0.1638, 0.1120, 0.0811, 0.1487, 0.0643],
  "relative_energy_kcal_mol": 23.70,
  "homo_energy_ev": -14.907,
  "charge": 1,
  "homo_lumo_gap_ev": 11.676
}

***

[2]
{
  "formula": "C13H21N3O5",
  "method": "ωB97M-V/def2-TZVPD",
  "symbols": ["O", "O", "O", "O", "O", "N", "N", "N", "C", "C", "C", "C", "C", "C", "C", "C", "C", "C", "C", "C", "C", "H", "H", "H", "H", "H", "H", "H", "H", "H", "H", "H", "H", "H", "H", "H", "H", "H", "H", "H", "H", "H"],
  "positions_angstrom": [[-0.90872, -1.88267, 2.61874], [-3.37190, -0.27304, -1.12719], [-2.56806, -2.21532, 1.14929], [0.21556, 2.72334, -1.22423], [0.93109, -1.38909, -1.44130], [-2.10335, 1.54735, -0.95993], [1.32043, -2.39899, 0.46507], [1.59417, 1.14229, -0.27069], [-1.82169, -1.38943, 1.94722], [-1.15881, 1.02903, 1.40446], [-3.04737, 0.76756, -1.56656], [-2.16446, 0.07310, 2.00599], [3.38582, -0.18342, 0.61772], [2.80180, 1.83398, -0.64653], [1.37228, -1.32318, -0.28525], [1.91345, -0.06966, 0.38895], [0.94083, -3.72230, 0.08391], [0.36876, 1.60453, -0.64452], [3.87920, 1.25293, 0.24331], [-0.95880, 0.96138, -0.16325], [-3.75556, 1.41919, -2.83353], [2.74882, 2.91928, -0.43502], [-0.17774, 0.85886, 1.81554], [-1.51378, 1.99092, 1.66967], [1.51030, 0.01846, 1.36508], [-3.02267, 1.85211, -3.44095], [4.89517, 1.34363, -0.13305], [-0.84632, -0.11388, -0.45427], [-2.47226, 0.40003, 3.02223], [3.72026, 1.92347, 1.20008], [-4.57906, 2.08068, -2.57335], [1.65790, -2.25242, 1.41635], [1.72022, -4.45229, 0.54600], [-4.15854, 0.64756, -3.41259], [-1.80935, 2.41077, -1.38737], [3.06760, 1.58439, -1.63720], [-3.13545, 0.17229, 1.41266], [3.49252, -0.52089, 1.62641], [-2.76879, -1.67782, 0.35436], [1.04538, -3.79780, -1.05831], [-0.06026, -4.08728, 0.52032], [3.82140, -0.80765, -0.17833]],
  "lowdin_charge": [0.0617, 0.0805, 0.0889, 0.0168, 0.0451, 0.1180, 0.0048, 0.0088, -0.4787, -0.1062, -0.5074, -0.1073, -0.0969, -0.1460, -0.4673, -0.2540, -0.0717, -0.3093, -0.1333, -0.1461, 0.0341, 0.1399, 0.0962, 0.1103, 0.1272, 0.0526, 0.1100, 0.1409, 0.1401, 0.1473, 0.0829, 0.1461, 0.1045, 0.0534, 0.1120, 0.1200, 0.1351, 0.1140, 0.0822, 0.1110, 0.1052, 0.1347],
  "relative_energy_kcal_mol": 36.39,
  "homo_energy_ev": -9.595,
  "homo_lumo_gap_ev": 10.121
}

***

[3]
{
  "formula": "C4H10NP",
  "method": "ωB97M-V/def2-TZVPD",
  "symbols": ["P", "N", "C", "C", "C", "C", "H", "H", "H", "H", "H", "H", "H", "H", "H", "H"],
  "positions_angstrom": [[2.31784, 1.12549, -1.23134], [3.39000, 1.30296, 0.06445], [-0.54054, -0.37812, -0.24078], [-0.30874, -0.65581, 1.23473], [0.12966, 0.55891, 2.02103], [-0.14591, -1.19975, -1.28436], [3.59876, 0.47489, 0.62300], [4.03743, 2.05803, 0.13219], [0.53185, 0.16555, 2.92134], [0.34172, -2.16230, -1.25251], [-1.21100, 0.42828, -0.47969], [-0.77055, 1.12007, 2.14663], [0.00519, -0.81695, -2.25189], [0.74582, 1.12080, 1.37321], [0.43889, -1.34614, 1.30534], [-1.18324, -1.13909, 1.73828]],
  "lowdin_charge": [0.6005, -0.4224, -0.2117, -0.2873, -0.1043, -0.0523, 0.0078, -0.0117, 0.0680, 0.0467, 0.0875, 0.0673, 0.0088, 0.0203, 0.0607, 0.1222],
  "relative_energy_kcal_mol": 63.24,
  "homo_energy_ev": [-7.120, -7.100],
  "homo_lumo_gap_ev": [6.856, 6.803]
}

***

[4]
{
  "formula": "CHCl2OPS",
  "method": "ωB97M-V/def2-TZVPD",
  "symbols": ["Cl", "Cl", "S", "P", "O", "C", "H"],
  "positions_angstrom": [[1.42989, 1.12603, 1.43885], [1.10637, 1.13113, -1.58990], [-1.78043, -1.54652, -0.42096], [0.76570, -0.03179, 0.00531], [1.47495, -1.30474, 0.03827], [-1.16111, -0.14755, 0.08195], [-1.83537, 0.77344, 0.44649]],
  "lowdin_charge": [0.3700, 0.3337, 0.6949, -0.2513, -0.4132, -0.8103, 0.0762],
  "relative_energy_kcal_mol": 9.21,
  "homo_energy_ev": -9.601,
  "homo_lumo_gap_ev": 8.086
}

***

[5]
{
  "formula": "C39H81N3O9S3",
  "method": "ωB97M-V/def2-TZVPD",
  "symbols": ["S", "S", "S", "O", "O", "O", "O", "O", "O", "O", "O", "O", "N", "N", "N", "C", "C", "C", "C", "C", "C", "C", "C", "C", "C", "C", "C", "C", "C", "C", "C", "C", "C", "C", "C", "C", "C", "C", "C", "C", "C", "C", "C", "C", "C", "C", "C", "C", "C", "C", "C", "C", "C", "C", "H", "H", "H", "H", "H", "H", "H", "H", "H", "H", "H", "H", "H", "H", "H", "H", "H", "H", "H", "H", "H", "H", "H", "H", "H", "H", "H", "H", "H", "H", "H", "H", "H", "H", "H", "H", "H", "H", "H", "H", "H", "H", "H", "H", "H", "H", "H", "H", "H", "H", "H", "H", "H", "H", "H", "H", "H", "H", "H", "H", "H", "H", "H", "H", "H", "H", "H", "H", "H", "H", "H", "H", "H", "H", "H", "H", "H", "H", "H", "H", "H"],
  "positions_angstrom": [[16.21394, -4.70691, 21.25505], [21.07792, -8.49793, 18.53171], [16.43714, -8.63770, 24.78474], [21.07779, -7.94859, 17.15767], [18.73305, 2.58096, 24.57062], [22.34292, -8.96251, 19.14184], [17.33619, -7.54017, 25.19402], [15.28485, -8.41782, 23.95916], [16.83093, -2.60488, 28.72963], [9.89522, -5.37341, 20.60874], [15.93824, -5.43591, 20.02886], [15.11278, -3.89450, 21.76677], [10.20783, -5.42730, 21.92819], [15.85847, -3.51001, 28.23542], [18.22150, 2.08097, 23.47685], [14.81449, -3.51053, 30.58520], [18.68256, -3.84358, 22.11897], [9.23499, -3.18478, 22.19784], [20.22476, -7.46186, 19.75359], [17.83488, -0.12499, 24.53369], [17.31144, 4.22143, 22.59190], [17.35631, -10.11030, 24.09131], [16.27803, -5.41691, 30.03323], [18.46143, 0.62003, 23.36123], [11.12030, -5.39066, 24.71690], [15.80519, -9.61795, 26.29057], [16.53313, -11.25624, 24.50683], [18.87326, -8.14123, 20.00648], [19.93120, 0.26890, 23.43714], [12.50899, -6.50882, 21.80482], [17.01328, -5.70580, 22.56701], [17.48512, -4.88608, 26.97236], [18.24976, 3.05242, 22.35131], [15.33136, -4.35978, 29.38378], [10.94392, -6.67763, 23.87833], [11.71008, -3.38019, 22.11600], [17.68703, 2.33464, 21.06044], [16.41202, -2.91243, 25.92364], [19.67922, 3.52805, 21.95781], [19.13779, -9.66386, 20.06297], [14.15332, -5.17934, 28.80894], [11.03214, -6.57145, 22.30001], [17.79503, 0.05260, 22.05074], [10.32799, -7.79660, 21.73597], [10.22823, -4.25966, 24.08064], [18.21075, 0.90563, 20.86599], [16.15732, -11.09250, 25.96748], [15.02152, -5.07893, 26.49028], [17.76851, -3.67939, 20.92565], [10.38681, -4.09642, 22.53489], [16.19250, -4.14885, 26.93026], [19.87307, -9.93576, 18.76755], [14.51548, -6.04676, 27.55889], [18.47316, -5.27179, 22.60134], [16.83129, -6.75020, 22.31362], [14.38191, -4.06475, 31.41815], [17.96423, -1.18728, 24.32655], [19.28798, 0.85535, 20.70742], [13.61409, -6.52455, 27.17508], [17.14997, 4.84454, 21.71226], [16.60834, 2.39504, 21.20493], [18.15850, -4.32417, 27.61960], [16.73576, -0.17963, 22.16076], [20.31589, 0.71007, 24.35665], [19.13531, -5.87321, 21.97848], [8.98306, -5.66966, 20.56621], [20.51340, 0.59956, 22.57702], [19.66738, 2.37311, 24.49697], [10.60027, -8.02236, 20.70496], [15.61496, -11.18140, 23.92419], [20.11853, -6.47871, 19.29509], [17.77422, 0.48575, 19.95976], [17.53088, -2.65412, 20.64203], [15.55999, -2.92515, 31.12339], [10.41586, -8.71184, 22.32139], [16.76485, 0.08149, 24.51122], [15.22806, -11.66129, 25.99983], [19.79619, -9.82679, 20.91624], [13.28817, -4.52034, 28.73585], [17.13027, -2.23539, 26.38606], [16.50457, -5.43332, 23.49171], [9.40941, -2.81732, 21.18658], [15.25168, -6.84260, 27.67187], [17.60996, 4.82051, 23.45219], [19.98840, -0.81738, 23.36769], [17.22960, -4.97762, 30.33263], [15.56608, -2.28311, 25.64716], [18.43387, -3.14039, 22.91381], [13.21292, -6.00436, 22.46671], [14.14944, -4.60028, 26.04477], [8.31180, -3.75688, 22.10556], [18.17543, -0.96824, 22.01505], [18.28535, -10.12134, 24.66129], [19.21305, -9.91671, 17.90031], [16.54714, -6.14389, 29.26696], [17.00931, -3.20814, 25.06114], [15.32248, -5.83372, 25.76376], [20.89271, -7.43491, 20.61454], [20.20466, 4.08834, 22.73117], [11.57935, -2.30666, 21.97982], [11.73382, -7.31249, 24.27970], [12.16060, -5.07571, 24.79869], [16.45819, -1.72790, 28.61309], [19.00924, -5.50557, 23.52115], [10.78448, -5.62193, 25.72776], [10.58553, -3.40050, 24.64833], [12.11872, -3.87962, 21.23755], [8.92602, -2.36741, 22.84941], [16.39168, -9.22293, 27.12008], [17.04836, -12.18539, 24.26328], [14.00030, -6.10223, 29.36837], [16.29509, 3.86985, 22.76951], [14.13188, -2.72788, 30.25412], [9.24735, -7.70352, 21.84395], [17.82923, 2.90488, 20.14245], [17.97563, -4.92890, 25.99991], [18.24301, -4.15779, 20.06887], [16.98672, -11.57824, 26.48154], [15.84342, -5.92921, 30.89157], [17.48316, -5.94659, 27.22418], [19.73896, 4.22916, 21.12536], [12.57080, -6.20038, 20.76120], [14.75285, -9.40544, 26.47900], [12.58192, -3.42641, 22.76858], [18.05658, -7.89308, 19.32857], [18.48334, -7.84485, 20.98025], [10.04929, -7.19803, 24.22029], [19.73948, -3.61424, 21.98326], [18.16566, 0.10886, 25.54562], [18.27037, -10.31769, 20.15345], [12.93277, -7.51260, 21.77430], [9.23200, -4.49340, 24.45613], [17.71183, -9.94976, 23.07351], [20.19755, -10.96961, 18.64940], [20.26107, 2.66276, 21.64027]],
  "lowdin_charge": [0.7122, 0.7491, 0.7145, -0.3425, 0.0076, -0.3649, -0.3498, -0.3310, -0.0326, -0.0019, -0.3411, -0.3355, -0.1620, -0.0841, -0.1555, -0.0502, -0.2299, -0.0656, -0.2243, -0.0441, -0.0460, -0.2234, -0.0404, -0.4922, -0.1720, -0.1625, -0.2721, -0.2149, -0.0296, -0.0198, -0.2056, -0.0511, -0.4712, -0.4544, -0.1234, -0.0129, -0.1283, -0.0144, -0.0304, -0.2282, -0.1242, -0.4658, -0.1200, -0.0520, -0.1256, -0.1690, -0.2052, -0.1276, -0.1864, -0.4727, -0.4423, -0.2191, -0.1802, -0.2246, 0.0802, 0.0814, 0.0578, 0.1027, 0.1080, 0.0861, 0.1106, 0.0929, 0.1279, 0.0864, 0.0874, 0.1067, 0.0758, 0.0819, 0.0851, 0.1177, 0.1007, 0.1084, 0.0893, 0.0716, 0.0801, 0.0943, 0.1142, 0.1140, 0.1221, 0.0577, 0.0864, 0.0810, 0.0889, 0.0829, 0.0852, 0.0822, 0.0874, 0.0842, 0.0684, 0.1072, 0.0820, 0.0793, 0.1053, 0.0964, 0.0531, 0.0519, 0.0881, 0.1045, 0.0760, 0.0789, 0.1042, 0.0821, 0.1026, 0.1162, 0.1015, 0.1116, 0.0732, 0.0903, 0.0878, 0.1283, 0.1082, 0.0820, 0.0771, 0.0834, 0.1165, 0.0686, 0.0940, 0.1202, 0.0831, 0.0674, 0.0814, 0.0866, 0.0996, 0.0608, 0.1271, 0.0832, 0.1093, 0.1223, 0.0914, 0.1171, 0.0741, 0.1132, 0.0982, 0.1036, 0.0630],
  "homo_energy_ev": -7.767,
  "homo_lumo_gap_ev": 7.763
}

***

[6]
{
  "formula": "C28H28BF3N9O3RuSSb",
  "method": "ωB97M-V/def2-TZVPD",
  "symbols": ["Sb", "Ru", "S", "F", "F", "F", "O", "O", "O", "N", "N", "N", "N", "N", "N", "N", "N", "N", "C", "C", "C", "C", "C", "C", "C", "C", "C", "C", "C", "C", "C", "C", "C", "C", "C", "C", "C", "C", "C", "C", "C", "C", "C", "C", "C", "C", "B", "H", "H", "H", "H", "H", "H", "H", "H", "H", "H", "H", "H", "H", "H", "H", "H", "H", "H", "H", "H", "H", "H", "H", "H", "H", "H", "H", "H"],
  "positions_angstrom": [[-3.32813, 2.27543, -0.41112], [-0.54604, 0.02785, 0.16356], [4.76416, -0.43264, -0.93294], [6.17395, -0.72034, -1.53308], [6.24778, -0.62848, 1.16757], [4.17639, -0.91136, 2.92493], [3.83293, -1.21933, -1.66336], [4.61429, 0.98205, -0.84812], [1.70092, 0.99211, -0.45485], [2.64308, -1.03052, 1.18916], [0.20006, -2.45093, 1.79170], [-0.53033, -1.32132, 1.72869], [0.04606, -1.51438, -1.10501], [-0.93597, 1.68097, 1.48457], [2.60106, -2.34034, 0.97931], [-0.61961, 1.41022, -1.53709], [0.70427, -2.61455, -0.70490], [-2.94263, -0.75280, -0.21054], [-5.19862, -0.01670, 0.10561], [0.28317, -2.87725, -2.86454], [-2.35281, -3.11840, -0.34593], [0.85980, -3.44626, -1.74796], [-1.34350, -1.31525, 2.78572], [-1.77029, 2.02617, -1.87297], [-5.63269, -1.33237, 0.21350], [-0.10470, 1.95056, 2.50497], [3.91176, -0.54209, 1.60864], [-3.84893, 0.22173, -0.10769], [-2.14359, 3.68946, 1.96160], [-1.13532, -2.45377, 3.55984], [0.44230, 1.52782, -2.35356], [5.03848, -1.11543, 0.76236], [1.04482, 1.03190, 2.80084], [4.95824, -2.59406, 0.77881], [-0.21793, -1.66276, -2.40358], [-0.28021, 3.08496, 3.29744], [3.73439, -3.12729, 0.89913], [1.75240, 0.96428, -1.86963], [0.35675, 2.16717, -3.58056], [-0.84588, 2.72065, -3.97232], [-1.91421, 2.67694, -3.08753], [-0.14519, -3.14343, 2.88763], [-1.30222, 3.96678, 3.03357], [-4.69811, -2.33804, 0.06837], [-1.93883, 2.54676, 1.21120], [-3.35492, -2.02126, -0.14675], [1.19854, -2.93285, 0.72067], [-1.62993, -2.73351, 4.47243], [2.56676, 0.75493, -0.10350], [1.27725, -4.12833, 0.79846], [1.35194, 0.43816, 1.94047], [1.37158, -4.38517, -1.62140], [1.23795, 2.23424, -4.20451], [-2.82672, -4.08896, -0.21457], [-2.03130, -0.49767, 2.93296], [0.23508, -3.27941, -3.86025], [1.89717, 1.61541, 3.14739], [-1.44020, 4.85595, 3.63403], [-6.67558, -1.56258, 0.38576], [0.33530, -4.08118, 3.11005], [-2.95389, 4.36065, 1.70943], [-5.89697, 0.80780, 0.17654], [-0.94095, 3.21497, -4.92993], [-1.53330, -3.03730, 0.36421], [3.55425, -4.19124, 0.89383], [-4.99016, -3.37842, 0.11427], [2.57787, 1.57329, -2.24411], [0.41283, 3.25760, 4.10948], [1.88947, -0.05968, -2.23488], [-1.92849, -3.07532, -1.35186], [-2.85090, 3.16081, -3.33120], [-0.76874, -0.90405, -2.93577], [5.85555, -3.18460, 0.68001], [0.77947, 0.33453, 3.59810], [3.91302, 0.54736, 1.57906]],
  "lowdin_charge": [1.5495, 1.1571, 0.7113, -0.1033, 0.0732, 0.0534, -0.2212, -0.2263, -0.1062, 0.0927, -0.0247, -0.1081, -0.0881, -0.0497, 0.0055, -0.0310, -0.0087, 0.0440, -0.1259, -0.0332, -0.0043, -0.0585, -0.1445, -0.4258, -0.0377, -0.2871, -0.3318, -0.4609, -0.1274, -0.0324, -0.2370, -0.4384, -0.0385, 0.0112, -0.1567, -0.0083, -0.0417, -0.1851, 0.0040, -0.0339, -0.1124, -0.0573, -0.0376, -0.0053, -0.4288, -0.2903, -0.5190, 0.1021, 0.0341, 0.1250, 0.0112, 0.1312, 0.1290, 0.0920, 0.1130, 0.1053, 0.0937, 0.1186, 0.1181, 0.1300, 0.0852, 0.0872, 0.1197, 0.0578, 0.1293, 0.1195, 0.1304, 0.1244, 0.1044, 0.0743, 0.0933, 0.1157, 0.1333, 0.0966, 0.1507],
  "homo_energy_ev": [-10.387, -10.767],
  "charge": 1,
  "spin_multiplicity": 2,
  "s2": 0.77,
  "homo_lumo_gap_ev": [7.722, 7.468]
}

***

Which formula does entry 1 have?
C5H13N2

***

Please write out number 4 again, unchanged.
{
  "formula": "CHCl2OPS",
  "method": "ωB97M-V/def2-TZVPD",
  "symbols": ["Cl", "Cl", "S", "P", "O", "C", "H"],
  "positions_angstrom": [[1.42989, 1.12603, 1.43885], [1.10637, 1.13113, -1.58990], [-1.78043, -1.54652, -0.42096], [0.76570, -0.03179, 0.00531], [1.47495, -1.30474, 0.03827], [-1.16111, -0.14755, 0.08195], [-1.83537, 0.77344, 0.44649]],
  "lowdin_charge": [0.3700, 0.3337, 0.6949, -0.2513, -0.4132, -0.8103, 0.0762],
  "relative_energy_kcal_mol": 9.21,
  "homo_energy_ev": -9.601,
  "homo_lumo_gap_ev": 8.086
}